Entry from the OMol25 dataset: an isolated molecule of C4H8N2O2 (ωB97M-V with the def2-TZVPD basis set).

Geometry (Å):
O  1.15  -0.21  1.54
O  -0.01  -1.07  -1.87
N  -1.23  0.51  -0.04
N  0.29  2.22  0.26
C  -1.22  -0.86  0.23
C  0.01  1.02  0.07
C  0.98  -0.12  0.12
C  0.14  -1.17  -0.48
H  0.40  -2.22  -0.18
H  -0.47  -0.19  -1.86
H  -1.10  -1.15  1.34
H  -0.59  2.69  0.54
H  1.68  -0.95  1.85
H  1.96  0.15  -0.22
H  -1.97  -1.44  -0.32
H  -1.97  1.10  0.26

Results
frontier orbital gap = 10.2 eV
SMILES = [H]/N=C1\NC[C@@H](O)[C@@H]1O
energy = -417.158802 Eh
highest occupied orbital energy = -0.3483 Ha
energy relative to the best compared isomer or geometry (same formula, charge and spin) = 2.644 eV
LUMO = 0.7195 eV

These are the Mulliken partial charges, in e, on atoms 1 to 2: O -0.565; O -0.563

***

Entry from the OMol25 dataset: an isolated molecule of C3H7N3O (ωB97M-V with the def2-TZVPD basis set).

Geometry (Å):
O  -1.62  0.04  0.35
N  0.25  1.01  1.22
N  0.27  -1.23  0.45
N  0.65  2.15  -0.77
C  -0.13  -2.11  -0.63
C  -0.05  2.07  0.28
C  -0.45  -0.10  0.68
H  1.25  0.88  1.21
H  0.29  2.86  -1.39
H  -0.93  2.66  0.53
H  -0.28  -3.14  -0.29
H  1.22  -1.28  0.79
H  -1.08  -1.72  -1.01
H  0.61  -2.09  -1.44

Results
frontier orbital gap = 10.8 eV
SMILES = [H]/N=C/NC(=O)NC
energy = -358.014610 Eh
highest occupied orbital energy = -0.3594 Ha
energy relative to the best compared isomer or geometry (same formula, charge and spin) = 0.960 eV
LUMO = 0.9772 eV

These are the Mulliken partial charges, in e, on atoms 1 to 2: O -0.598; N -0.468

***

Entry from the OMol25 dataset: a cluster of 3 separate species, C4H11NO2 in total (ωB97M-V with the def2-TZVPD basis set).

Geometry (Å):
O  -2.27  2.32  0.28
O  -2.85  -0.80  0.48
N  -0.07  0.21  0.16
C  0.94  -0.52  -0.53
C  0.27  -0.08  1.50
C  2.14  0.34  -0.93
C  0.90  -1.81  -0.89
H  -1.73  3.06  0.58
H  1.77  1.03  -1.68
H  1.67  -2.13  -1.56
H  1.23  0.03  2.00
H  -0.01  -2.38  -0.80
H  -0.50  -0.50  2.12
H  -3.27  -0.31  -0.24
H  2.96  -0.28  -1.25
H  -1.71  1.54  0.45
H  2.43  0.87  -0.02
H  -1.90  -0.59  0.32

Results
frontier orbital gap (alpha / beta) = 5.6 / 7.5 eV
⟨S²⟩ = 0.755
energy = -364.163696 Eh
total charge = -1
spin multiplicity = 2
highest occupied orbital energy (alpha / beta) = -0.0505 / -0.1219 Ha
energy relative to the best compared isomer or geometry (same formula, charge and spin) = 2.040 eV
LUMO (alpha / beta) = 4.1897 / 4.1799 eV

These are the Mulliken partial charges, in e, on atoms 1 to 2: O -0.712; O -0.725

***

Entry from the OMol25 dataset: a structure of composition C24H38AsF6N5O4SeSn (ωB97M-V with the def2-TZVPD basis set).

Geometry (Å):
Sn  -1.49  0.42  -0.89
Se  2.15  -1.66  0.29
As  -1.56  -1.86  2.21
F  -0.03  -2.34  1.15
F  -0.85  -0.21  1.83
F  -0.52  -1.96  3.57
F  -1.92  -3.50  2.25
F  -2.86  -1.16  2.99
F  -2.37  -1.71  0.62
O  -4.08  -0.34  -1.45
O  -2.02  -1.57  -2.43
O  0.57  3.77  1.31
O  -3.20  2.08  -1.36
N  0.08  1.96  -0.13
N  2.99  1.03  0.09
N  -5.20  3.09  -1.46
N  -3.16  -3.31  -3.29
N  2.55  0.47  2.19
C  2.58  0.03  0.92
C  3.55  3.46  0.52
C  0.29  2.89  0.60
C  3.15  -0.92  4.21
C  2.99  1.00  -1.35
C  2.06  -0.23  3.36
C  -4.39  -4.02  -3.53
C  3.19  2.16  0.86
C  5.09  -0.43  -1.94
C  -6.64  3.08  -1.48
C  -4.58  4.40  -1.48
C  -5.11  0.62  -1.45
C  3.59  -0.24  -2.01
C  3.25  4.03  2.88
C  3.55  4.38  1.55
C  2.89  1.80  2.19
C  -1.98  -3.86  -3.89
C  5.62  -0.76  -0.56
C  3.73  -2.18  3.59
C  2.92  2.73  3.22
C  -3.09  -2.17  -2.59
C  -4.44  2.00  -1.42
C  -4.38  -1.60  -2.01
C  2.72  -3.22  3.17
H  -5.72  0.54  -2.36
H  3.78  5.42  1.33
H  -4.16  -5.00  -3.95
H  5.59  0.48  -2.31
H  -1.13  -3.20  -3.73
H  2.67  2.47  4.24
H  -7.00  4.03  -1.88
H  -1.75  -4.84  -3.45
H  5.15  -1.69  -0.21
H  3.95  -0.21  4.44
H  4.36  -2.65  4.36
H  -4.75  4.86  -2.45
H  5.37  -1.23  -2.63
H  6.69  -0.93  -0.60
H  -5.03  5.03  -0.71
H  3.54  1.88  -1.68
H  3.14  -1.15  -1.53
H  -5.14  -1.51  -2.80
H  -5.75  0.50  -0.56
H  2.11  -2.86  2.30
H  3.77  3.76  -0.49
H  1.55  0.50  3.98
H  -4.96  -4.16  -2.61
H  1.33  -0.97  3.03
H  -7.03  2.28  -2.10
H  3.21  -4.13  2.84
H  3.26  -0.25  -3.05
H  -5.02  -3.49  -4.25
H  2.66  -1.18  5.15
H  2.01  -3.45  3.96
H  -4.76  -2.27  -1.23
H  1.94  1.12  -1.67
H  -2.14  -4.00  -4.96
H  3.28  4.79  3.64
H  -7.05  2.97  -0.47
H  4.41  -1.94  2.76
H  -3.51  4.31  -1.30
H  5.43  0.03  0.16

Results
frontier orbital gap (alpha / beta) = 4.2 / 5.4 eV
⟨S²⟩ = 1.790
energy = -6961.821395 Eh
total charge = +3
spin multiplicity = 2
highest occupied orbital energy (alpha / beta) = -0.6376 / -0.6419 Ha
energy relative to the best compared isomer or geometry (same formula, charge and spin) = 2.836 eV
LUMO (alpha / beta) = -13.1262 / -12.0880 eV

These are the Mulliken partial charges, in e, on atoms 1 to 2: Sn 1.843; Se 0.593

***

Entry from the OMol25 dataset: a cluster of 2 separate species, C2H8N2O3 in total (ωB97M-V with the def2-TZVPD basis set).

Geometry (Å):
O  -0.24  1.57  -0.50
O  1.98  -0.20  0.34
O  -1.67  -0.09  -0.86
N  2.21  -2.51  0.73
N  -2.51  1.84  0.04
C  -1.36  1.15  -0.46
C  1.30  -1.45  0.46
H  -2.58  2.73  -0.46
H  2.73  -2.31  1.58
H  2.87  -2.61  -0.03
H  -2.62  -0.18  -0.71
H  1.35  0.46  0.01
H  0.57  -1.40  1.28
H  -2.39  2.09  1.02
H  0.76  -1.66  -0.47

Results
frontier orbital gap = 10.0 eV
SMILES = NC(=O)O.NCO
energy = -416.247013 Eh
highest occupied orbital energy = -0.3513 Ha
energy relative to the best compared isomer or geometry (same formula, charge and spin) = 0.312 eV
LUMO = 0.3961 eV

These are the Mulliken partial charges, in e, on atoms 1 to 2: O -0.570; O -0.535

***

Entry from the OMol25 dataset: an isolated molecule of C3H5N3 (ωB97M-V with the def2-TZVPD basis set).

Geometry (Å):
N  -1.81  -0.51  0.19
N  -0.70  1.07  -0.69
N  -1.91  0.63  -0.51
C  -0.52  -0.81  0.46
C  1.67  0.45  -0.18
C  0.19  0.22  -0.11
H  2.10  0.64  0.81
H  -0.22  -1.69  1.01
H  -2.64  -1.02  0.42
H  1.86  1.32  -0.81
H  2.19  -0.41  -0.61

Results
frontier orbital gap = 10.4 eV
SMILES = Cc1c[nH]nn1
energy = -281.554595 Eh
highest occupied orbital energy = -0.3495 Ha
energy relative to the best compared isomer or geometry (same formula, charge and spin) = 0.965 eV
LUMO = 0.8851 eV

These are the Mulliken partial charges, in e, on atoms 1 to 2: N 0.231; N -0.193